# 1
# C17H33KN4O7P2

C17H33KN4O7P2 as an isolated structure in a non-equilibrium geometry (the ωB97M-V functional and the def2-TZVPD basis, OMol25).

Output
- HOMO (eV) = -8.77
- LUMO level (eV) = 0.2713
- electronic energy (hartree) = -2696.249675
- max |F| (hartree/bohr) = 0.0426
- gap between HOMO and LUMO (eV) = 9.042
- ΔE to the lowest compared entry with this formula, charge and spin (kJ/mol) = 78.81

Structure (XYZ):
```
64
C17H33KN4O7P2 | OMol25 | the ωB97M-V functional and the def2-TZVPD basis
K 0.087 0.216 -0.296
C 1.021 -2.644 -3.394
C 0.545 -2.851 -1.983
C -0.814 -2.919 -1.695
C -1.267 -3.127 -0.395
C -2.737 -3.275 -0.116
C -0.332 -3.220 0.630
C 1.034 -3.141 0.378
C 2.036 -3.265 1.491
C 1.455 -2.967 -0.937
H 0.433 -1.882 -3.907
H 0.951 -3.561 -3.983
H 2.066 -2.331 -3.415
H -1.539 -2.800 -2.493
H -3.068 -4.302 -0.287
H -3.324 -2.623 -0.761
H -2.974 -3.024 0.919
H -0.675 -3.343 1.652
H 2.360 -4.302 1.612
H 1.620 -2.933 2.442
H 2.925 -2.670 1.279
H 2.518 -2.892 -1.148
C 1.883 2.963 2.999
C 0.862 1.863 3.281
O 0.665 1.690 4.692
P 1.456 0.272 2.599
O 0.244 -0.728 2.786
O 2.535 -0.178 3.691
O 2.036 0.261 1.236
P -0.779 2.314 2.541
O -1.726 1.133 3.217
O -1.231 3.638 2.987
O -0.586 1.834 1.133
H 2.854 2.706 3.433
H 1.518 3.888 3.444
H 2.032 3.125 1.932
H 1.521 1.516 5.101
H -0.564 -0.303 3.142
H 3.356 -0.480 3.280
H -2.030 1.384 4.100
N 2.171 0.347 -2.162
C 2.677 1.725 -2.184
C 1.790 2.683 -2.973
C 0.517 3.164 -2.287
N -0.519 2.134 -2.186
H 2.632 -0.185 -1.432
H 2.347 -0.135 -3.034
H 3.704 1.783 -2.565
H 2.732 2.058 -1.143
H 1.548 2.242 -3.947
H 2.393 3.568 -3.203
H 0.157 4.073 -2.784
H 0.760 3.468 -1.263
H -1.114 2.100 -3.003
H -1.125 2.304 -1.391
N -4.645 0.787 0.159
C -4.915 0.838 -1.189
C -3.753 0.481 -1.796
N -2.777 0.204 -0.859
C -3.355 0.404 0.299
H -5.260 1.039 0.913
H -5.873 1.127 -1.578
H -3.569 0.406 -2.854
H -2.893 0.343 1.271
```

# 2
# C16H25Cl4N4O5Sr

C16H25Cl4N4O5Sr as an isolated structure in a non-equilibrium geometry (the ωB97M-V functional and the def2-TZVPD basis, OMol25).

Output
- HOMO (eV) = -9.84
- LUMO level (eV) = -2.2777
- electronic energy (hartree) = -3091.355722
- max |F| (hartree/bohr) = 0.0284
- total charge = +1
- gap between HOMO and LUMO (eV) = 7.565

Structure (XYZ):
```
55
C16H25Cl4N4O5Sr | OMol25 | the ωB97M-V functional and the def2-TZVPD basis
Sr -0.328 -0.201 0.352
C 0.565 3.452 4.540
N -0.262 2.340 4.081
C -1.419 1.993 4.896
C 0.004 1.659 2.970
O -0.696 0.723 2.568
C 1.255 2.102 2.173
O 1.646 1.093 1.249
C 2.276 1.574 0.047
C 1.227 2.008 -1.002
O 0.022 1.896 -0.721
N 1.666 2.463 -2.162
C 0.731 2.790 -3.232
C 3.097 2.532 -2.457
H 0.005 3.987 5.303
H 1.498 3.101 4.981
H 0.770 4.154 3.734
H -2.140 2.810 4.881
H -1.878 1.094 4.498
H -1.092 1.819 5.921
H 1.014 3.031 1.647
H 2.083 2.293 2.861
H 2.960 2.391 0.288
H 2.844 0.736 -0.358
H -0.280 2.718 -2.847
H 0.925 3.801 -3.587
H 0.869 2.087 -4.054
H 3.594 3.258 -1.815
H 3.559 1.549 -2.372
H 3.208 2.861 -3.487
Cl -0.781 -3.364 -6.074
C -0.190 -2.696 -4.607
C 1.150 -2.369 -4.453
Cl 2.255 -2.627 -5.745
C 1.607 -1.827 -3.256
Cl 3.279 -1.406 -3.048
C 0.769 -1.606 -2.156
O 1.221 -1.121 -1.024
C -0.600 -1.925 -2.351
O -1.492 -1.633 -1.329
C -1.059 -2.456 -3.543
Cl -2.753 -2.778 -3.700
N -3.122 -3.539 -0.328
C -2.952 -3.909 1.087
C -2.338 -2.770 1.888
N -0.905 -2.565 1.609
H -3.199 -4.366 -0.910
H -2.140 -2.372 -1.127
H -3.993 -3.034 -0.461
H -2.282 -4.772 1.120
H -3.892 -4.222 1.551
H -2.490 -2.938 2.955
H -2.887 -1.847 1.658
H -0.573 -3.219 0.906
H -0.360 -2.756 2.440
```

Q: Look up the electronic energy of the second one.
A: -3091.355722 hartree

Q: Which value of electronic energy does entry 2 give?
A: -3091.355722 hartree

Q: What is the max |F| in the second record?
A: 0.0284 hartree/bohr

Q: Number 2 is which compound?
A: C16H25Cl4N4O5Sr